(1)
C3H2Br2O2 | wB97M-V/def2-TZVPD

Computed properties:
E_HOMO in eV: -10.7797
Energy above the lowest of the compared OMol25 structures with the same formula, charge and spin in eV: 0.964
E_tot in hartree: -5413.98018
Orbital gap in eV: 10.365
Lowest unoccupied orbital energy in eV: -0.415

Each line ends with the Mulliken charge.
Atoms and positions in Å:
1 C -0.25829 -0.16356 1.17160  0.46
2 C 0.95157 0.12180 -0.40731  -0.39
3 C -0.59389 -0.03961 -0.31976  0.32
4 O -0.90059 -0.45647 2.16222  -0.53
5 O 1.04141 0.09278 1.00496  -0.30
6 Br -1.48891 1.64388 -1.03604  -0.10
7 Br -1.53267 -1.63347 -0.85720  -0.03
8 H 1.48293 -0.64225 -1.08295  0.23
9 H 1.29842 1.07690 -0.63552  0.34

---

(2)
C5H37N2O12 | wB97M-V/def2-TZVPD

Computed properties:
Net charge: +1
E_HOMO in eV: -11.7079
Energy above the lowest of the compared OMol25 structures with the same formula, charge and spin in eV: 3.846
E_tot in hartree: -1224.82704
Orbital gap in eV: 9.050
Lowest unoccupied orbital energy in eV: -2.658

Each line ends with the Mulliken charge.
Atoms and positions in Å:
1 C -4.22206 1.51039 0.04192  -0.93
2 C -3.68104 2.11884 -1.24977  -0.56
3 C -2.27108 1.68010 -1.72859  -0.84
4 C -1.30879 0.91354 -0.87273  0.40
5 C -0.75100 1.08968 0.33419  -0.12
6 N 0.26077 0.48218 0.98753  0.22
7 N -0.52610 -0.23549 -1.70428  0.07
8 H -4.15814 0.40524 0.15184  0.16
9 H -5.33655 1.77976 0.01978  0.34
10 H -3.80217 1.94982 0.96371  0.28
11 H -4.36357 2.08083 -2.09023  0.42
12 H -3.60942 3.20424 -1.10971  0.33
13 H -1.79581 2.57729 -2.17141  0.27
14 H -2.44836 1.01679 -2.62510  0.32
15 H -1.26722 1.88501 0.94957  0.17
16 H 0.43709 0.52485 1.98715  0.03
17 H 1.06009 -0.02856 0.59548  -0.07
18 H 0.04409 -0.89198 -1.07725  -0.10
19 H -1.05705 -0.94582 -2.20372  0.45
20 H 0.04373 0.25867 -2.37823  0.37
21 H -1.40053 -2.33478 2.17203  0.35
22 H -2.59505 -1.87009 1.36992  0.31
23 O -2.13484 -2.67898 1.64400  -0.65
24 H 5.46065 -0.38684 -1.56753  0.32
25 H 4.81639 0.61261 -2.36495  0.30
26 O 5.49749 -0.05639 -2.47865  -0.61
27 H 3.25766 2.07137 2.28139  0.29
28 H 3.09580 3.09998 3.29334  0.32
29 O 3.24331 2.14355 3.24701  -0.66
30 H -0.23285 -0.74162 3.32419  0.36
31 H -0.34219 -2.15959 4.16939  0.29
32 O -0.75091 -1.45816 3.67495  -0.73
33 H -0.93659 -3.51894 0.75858  0.44
34 H -1.00602 -3.71126 -0.72677  0.28
35 O -0.36467 -3.78631 -0.01365  -0.68
36 H 1.81223 -0.03647 -3.50531  0.36
37 H 2.38712 1.35128 -3.69016  0.30
38 O 1.55599 0.92018 -3.44839  -0.73
39 H 3.09904 2.30808 -0.40531  0.34
40 H 2.43034 1.06095 -0.99816  0.29
41 O 3.10893 1.34918 -0.36491  -0.61
42 H 1.30199 -2.46476 -1.31007  0.27
43 H 1.54656 -2.41429 0.21310  0.24
44 O 1.42584 -1.86685 -0.57315  -0.64
45 H -0.46862 3.21853 3.32663  0.28
46 H 0.03042 1.90414 4.13612  0.28
47 O -0.42137 2.25530 3.37068  -0.55
48 H 2.36568 -0.01728 4.80518  0.29
49 H 2.50960 0.51503 3.36018  0.36
50 O 2.11937 -0.19389 3.88861  -0.58
51 H 3.12095 -2.10891 -2.88552  0.31
52 H 2.73745 -2.09197 -4.27443  0.28
53 O 2.47902 -1.64441 -3.43107  -0.61
54 H -3.62470 -2.73174 -1.99399  0.31
55 H -3.38294 -2.83099 -0.48749  0.29
56 O -2.98797 -3.08104 -1.33592  -0.62

---

(3)
C17H38Br6ClN3O14P | wB97M-V/def2-TZVPD

Computed properties:
Net charge: -1
E_HOMO in eV: -4.9378
Energy above the lowest of the compared OMol25 structures with the same formula, charge and spin in eV: 22.376
E_tot in hartree: -18132.86115
Orbital gap in eV: 6.991
Lowest unoccupied orbital energy in eV: 2.053

Each line ends with the Mulliken charge.
Atoms and positions in Å:
1 Cl 12.86304 -22.20902 -10.64376  2.70
2 O 13.07626 -23.54333 -11.20002  -1.19
3 O 14.13724 -21.47804 -10.76387  -0.73
4 O 11.84001 -21.52604 -11.32851  -1.08
5 O 12.72494 -22.47026 -9.23126  -0.70
6 C 11.04420 -23.61676 -13.49678  1.64
7 Br 12.17571 -24.00087 -15.09907  -0.19
8 Br 9.60698 -24.90296 -13.21574  -0.23
9 Br 10.19502 -21.84171 -13.67221  0.41
10 H 11.75861 -23.49090 -12.68323  -1.59
11 C 12.55451 -25.94575 -10.25930  -0.16
12 Br 11.24583 -25.54242 -11.69846  0.24
13 Br 13.12041 -27.88845 -10.31402  -0.18
14 Br 11.91610 -25.56194 -8.39364  -0.16
15 H 13.32522 -25.24712 -10.58489  0.23
16 O 10.76852 -18.65260 -10.47396  -0.59
17 P 9.27855 -18.82233 -10.80237  -0.08
18 N 8.48910 -17.61450 -11.68366  0.61
19 C 7.19381 -17.80591 -12.38021  -1.26
20 C 8.78040 -16.24028 -11.30416  -1.03
21 N 8.31197 -18.93084 -9.33721  0.78
22 C 8.82766 -18.57087 -8.03349  -1.21
23 C 6.86045 -19.08337 -9.43224  -1.24
24 N 9.00395 -20.27033 -11.70257  0.84
25 C 9.29634 -20.19898 -13.15264  -0.88
26 C 9.14607 -21.66109 -11.09660  -2.31
27 H 6.46472 -17.12485 -11.94125  0.41
28 H 6.82161 -18.82931 -12.33301  0.40
29 H 7.34632 -17.49942 -13.41506  0.34
30 H 9.86341 -16.11712 -11.30781  0.20
31 H 8.37679 -16.02497 -10.31480  0.34
32 H 8.30796 -15.41230 -11.83271  0.43
33 H 8.30038 -17.73947 -7.56567  0.37
34 H 8.69728 -19.44666 -7.39780  0.26
35 H 9.88386 -18.33150 -8.15692  0.13
36 H 6.48397 -19.56850 -8.53167  0.38
37 H 6.43883 -18.07977 -9.37644  0.26
38 H 6.60233 -19.66716 -10.31578  0.27
39 H 8.66594 -20.95979 -13.61293  0.26
40 H 9.16005 -19.21393 -13.59896  0.50
41 H 10.31365 -20.54937 -13.32708  0.06
42 H 8.51214 -21.69094 -10.21040  0.20
43 H 10.20885 -21.80456 -10.90164  1.90
44 H 8.80307 -22.43648 -11.78158  0.28
45 C 14.67315 -22.70531 -13.48992  -0.48
46 O 13.57252 -22.03909 -14.08981  -0.23
47 C 13.32463 -20.78198 -13.69272  1.10
48 O 13.99059 -20.15494 -12.88622  -0.46
49 O 12.35677 -20.24313 -14.45658  -0.39
50 C 12.04347 -18.91378 -14.50516  -0.63
51 H 14.47394 -23.74247 -13.75962  0.25
52 H 14.64691 -22.73449 -12.40063  0.16
53 H 15.67139 -22.43914 -13.83742  0.31
54 H 12.65267 -18.39339 -15.24419  0.37
55 H 12.10996 -18.43730 -13.52708  0.22
56 H 11.03310 -18.69262 -14.84918  0.27
57 C 12.42177 -19.31707 -11.14388  1.55
58 O 13.17154 -18.17811 -10.65575  -0.51
59 C 14.23723 -18.37919 -9.86666  -0.03
60 O 14.66520 -19.44708 -9.50385  -0.41
61 O 14.88617 -17.21405 -9.57654  -0.37
62 C 15.73173 -16.99285 -8.39832  -0.53
63 H 11.57923 -18.89333 -11.69038  -1.08
64 H 12.06776 -19.92292 -10.30978  -0.18
65 H 13.04851 -19.94361 -11.77850  -0.32
66 H 15.28981 -17.49629 -7.53845  0.25
67 H 15.77323 -15.91610 -8.23410  0.22
68 H 16.71992 -17.41008 -8.59197  0.29
69 C 12.87826 -17.86783 -6.88349  0.47
70 O 11.75959 -18.75331 -6.96717  -0.35
71 C 11.80260 -19.76319 -7.69556  0.53
72 O 12.80976 -20.21009 -8.20929  -0.50
73 O 10.53961 -20.20569 -8.00178  -0.31
74 C 10.29188 -21.09520 -9.13386  0.14
75 H 13.56794 -18.23045 -6.12130  0.47
76 H 12.41804 -16.89490 -6.71109  0.32
77 H 13.42402 -17.84480 -7.82673  -0.78
78 H 10.39041 -22.10787 -8.74285  0.65
79 H 10.95982 -20.93422 -9.98005  -0.88
80 H 9.24355 -21.02225 -9.42331  0.25

---

(4)
C3H2F2O | wB97M-V/def2-TZVPD

Computed properties:
E_HOMO in eV: -10.0796
Energy above the lowest of the compared OMol25 structures with the same formula, charge and spin in eV: 1.088
E_tot in hartree: -390.42068
Orbital gap in eV: 11.216
Lowest unoccupied orbital energy in eV: 1.136

Each line ends with the Mulliken charge.
Atoms and positions in Å:
1 C -3.20331 0.28274 -0.53898  0.11
2 C 0.41806 -0.55104 -0.11285  0.11
3 C 1.56199 -0.02629 0.28264  -0.19
4 O -2.71848 1.23078 -0.19278  -0.10
5 F -0.05270 -1.49650 0.66277  -0.21
6 F 2.11684 1.10721 -0.36453  -0.25
7 H -0.36645 -0.11485 -0.79793  0.23
8 H 2.24406 -0.43206 1.06165  0.30

---

(5)
C2H2CuFO2 | wB97M-V/def2-TZVPD

Computed properties:
Net charge: +1
Spin multiplicity: 2
E_HOMO (spin up / spin down) in eV: -17.1501 / -17.1129
Energy above the lowest of the compared OMol25 structures with the same formula, charge and spin in eV: 0.748
E_tot in hartree: -1967.82951
Orbital gap (spin up / spin down) in eV: 11.906 / 8.126
Lowest unoccupied orbital energy (spin up / spin down) in eV: -5.244 / -8.986

Each line ends with the Mulliken spin population.
Atoms and positions in Å:
1 F -1.38274 -2.69287 2.14396  0.18
2 O 1.75266 -0.05201 -1.68348  0.00
3 C 0.87534 0.29617 -1.00364  -0.01
4 C -0.02838 1.14951 -0.25468  0.02
5 O -0.09092 -0.32932 -0.09622  0.04
6 Cu -0.62959 -1.60789 1.07641  0.78
7 H -0.88355 1.56571 -0.79617  0.00
8 H 0.38719 1.67070 0.61383  0.00

---

(6)
C11H16I2O9P | wB97M-V/def2-TZVPD

Computed properties:
Net charge: -1
E_HOMO in eV: -4.1576
E_tot in hartree: -2042.63456
Orbital gap in eV: 6.114
Lowest unoccupied orbital energy in eV: 1.956

Each line ends with the Mulliken charge.
Atoms and positions in Å:
1 C 2.17943 -3.50218 0.13648  -1.33
2 P 1.09456 -2.74757 -1.14320  0.14
3 O 0.19940 -3.99346 -1.77870  -0.45
4 C -0.00037 -1.67435 -0.10410  -0.09
5 C -1.42855 -2.15391 0.24360  0.48
6 O -1.97748 -3.18263 0.03692  -0.61
7 O -1.98082 -1.07755 0.85304  -0.29
8 C -1.32846 0.20654 0.45374  0.85
9 C -0.72714 0.69792 1.78348  -1.75
10 O 0.66844 0.91035 1.74046  -0.02
11 O 1.31965 -0.07510 2.53615  -0.51
12 C -2.53998 0.97526 -0.10897  -0.33
13 C -3.46832 1.58840 0.93022  -0.07
14 O -3.83216 2.70637 0.81998  -0.46
15 I -4.23407 0.48571 2.62760  -0.01
16 C -0.38902 -0.30028 -0.65508  1.34
17 O -1.19680 -0.57065 -1.80842  -0.70
18 C 0.80549 0.55023 -1.13318  -1.58
19 C 0.65460 2.06991 -1.01931  -0.65
20 C 1.84973 2.71420 -0.33215  0.53
21 O 2.91612 2.13192 -0.19740  -0.72
22 O 1.66197 3.94880 0.05294  -0.54
23 H 1.64023 -3.66653 1.07725  0.44
24 H 2.57790 -4.46164 -0.19385  0.42
25 H 3.00353 -2.82670 0.36451  0.33
26 H 0.32645 -4.77047 -1.21896  0.28
27 H 0.45944 -1.68024 0.89233  0.38
28 H -0.92243 -0.06143 2.53937  0.65
29 H -1.17882 1.61884 2.16156  0.33
30 H 2.20211 -0.15519 2.14574  0.32
31 H -3.13935 0.25845 -0.67098  0.43
32 H -2.25373 1.76057 -0.80455  0.33
33 H -0.72643 -1.16773 -2.40180  0.61
34 H 0.94879 0.31050 -2.18612  0.56
35 H 1.70647 0.20961 -0.62127  0.57
36 H -0.24762 2.41399 -0.51579  -0.03
37 H 0.65883 2.50322 -2.02327  0.55
38 H 2.43009 4.63558 -0.43537  0.26
39 I 2.26830 5.37122 -2.04293  -0.68

---

(7)
C3H3I | wB97M-V/def2-TZVPD

Computed properties:
E_HOMO (spin up / spin down) in eV: -6.9843 / -9.4995
Energy above the lowest of the compared OMol25 structures with the same formula, charge and spin in eV: 4.792
E_tot in hartree: -413.54075
Orbital gap (spin up / spin down) in eV: 6.538 / 9.544
Lowest unoccupied orbital energy (spin up / spin down) in eV: -0.446 / 0.045

Each line ends with the Mulliken charge.
Atoms and positions in Å:
1 C 0.04006 -0.36513 0.93159  -0.18
2 C -1.04431 0.07805 0.30533  0.02
3 C -0.32919 -1.03697 -0.29562  -0.56
4 I -0.64521 -2.98621 -1.01726  0.05
5 H 0.74956 -0.20580 1.64724  0.36
6 H -1.72270 0.86371 0.19944  0.35
7 H 1.42403 0.26450 -1.47408  -0.04

---

(8)
C4H5NO | wB97M-V/def2-TZVPD

Computed properties:
E_HOMO in eV: -8.7356
Energy above the lowest of the compared OMol25 structures with the same formula, charge and spin in eV: 5.037
E_tot in hartree: -285.22947
Orbital gap in eV: 9.160
Lowest unoccupied orbital energy in eV: 0.425

Each line ends with the Mulliken charge.
Atoms and positions in Å:
1 O -0.01867 -0.25806 1.61523  -0.54
2 C -0.18120 0.20356 -0.01246  0.40
3 C 0.09477 -1.03926 -0.63875  -0.68
4 C 1.14034 0.04801 -0.68475  -0.42
5 C -1.15860 1.24522 -0.09354  0.16
6 N -1.97208 2.06793 -0.18678  -0.40
7 H -0.89229 -0.29091 2.05506  0.40
8 H 0.11668 -1.19209 1.05490  0.46
9 H -0.44879 -1.43477 -1.49435  0.20
10 H 2.02662 -0.03370 -0.05103  0.16
11 H 1.29322 0.68407 -1.56353  0.26

---

Question: What is the formula in the first record?
Answer: C3H2Br2O2